Entry 1:
The following is a DFT calculation (the ωB97M-V functional and the def2-TZVPD basis) of a cluster of 10 separate species, C21H62NO21S in total in a non-equilibrium geometry.

## Properties
- LUMO energy (eV) = 0.89
- gap between HOMO and LUMO (Ha) = 0.25697
- HOMO energy (eV) = -6.1
- energy above the lowest of the compared OMol25 structures with the same formula, charge and spin (kJ/mol) = 328.7
- charge = -1

Atoms and positions in Å:
C (-2.09813, -3.47174, 3.21394)
N (-2.59513, -2.23474, 4.00294)
C (-3.84413, -2.57974, 4.76594)
C (-1.59413, -1.74774, 4.88394)
C (-3.25613, -1.29074, 2.98894)
C (-2.36213, -0.62874, 2.02094)
O (-3.10213, 0.24526, 1.24194)
H (-2.66813, -3.82974, 2.46994)
H (-1.86413, -4.43574, 3.93494)
H (-1.10913, -3.06574, 2.90394)
H (-4.27713, -1.58374, 5.37594)
H (-3.65113, -3.61974, 5.45494)
H (-4.72713, -2.93674, 4.18094)
H (-1.96813, -1.11774, 5.68994)
H (-0.66213, -1.35874, 4.31694)
H (-1.40413, -2.51974, 5.60994)
H (-3.56313, -0.37474, 3.46994)
H (-4.22913, -1.71574, 2.70394)
H (-1.85213, -1.47674, 1.34594)
H (-1.45013, -0.19774, 2.32994)
H (-2.69113, 0.46826, 0.40394)
S (0.13387, 0.54826, -1.00706)
O (-1.23713, 0.37426, -0.85706)
O (0.64887, -0.27874, -2.07206)
O (0.37187, 2.00226, -1.24206)
O (0.87187, 0.22426, 0.25594)
C (2.18787, 0.45526, -4.85106)
C (3.42487, 0.21326, -3.87406)
O (4.44187, 1.05426, -4.30606)
O (1.16687, -0.57074, -4.65706)
H (2.57187, 0.33826, -5.84006)
H (1.69487, 1.49326, -4.60906)
H (3.83087, -0.82174, -3.83106)
H (3.20287, 0.52026, -2.87206)
H (4.12187, 2.03426, -4.03306)
H (0.87987, -0.34374, -3.61306)
C (1.93987, -2.80374, 3.98094)
C (2.00287, -2.03874, 2.69694)
O (0.81987, -1.42974, 2.32194)
O (3.05787, -3.43174, 4.34594)
H (1.14187, -3.58974, 4.06794)
H (1.50987, -2.22074, 4.69494)
H (2.44487, -2.50874, 1.83594)
H (2.80887, -1.22374, 2.58594)
H (0.97787, -1.09174, 1.51894)
H (3.66587, -2.73074, 4.54894)
C (-2.11313, -2.69474, -2.18506)
C (-1.64913, -3.69274, -1.08706)
O (-0.74313, -4.54774, -1.64906)
O (-2.83613, -1.65974, -1.43106)
H (-2.66713, -3.15074, -3.15006)
H (-1.19813, -2.12374, -2.81106)
H (-2.37013, -4.07374, -0.72806)
H (-1.23713, -3.27874, -0.26306)
H (-0.26913, -3.84474, -2.07106)
H (-2.36513, -0.79974, -1.31806)
C (2.68887, -2.39774, -1.21106)
C (3.34287, -3.81274, -0.88506)
O (4.60187, -3.69274, -0.49406)
O (1.50987, -2.57474, -2.04506)
H (3.46287, -1.88174, -1.55106)
H (2.27787, -1.84674, -0.40006)
H (3.14187, -4.36374, -1.72506)
H (2.74387, -4.38074, -0.20906)
H (4.62887, -3.19974, 0.44994)
H (1.00187, -1.61474, -1.81006)
C (2.02987, 1.95926, 2.90994)
C (3.04387, 2.27226, 1.81794)
O (3.13687, 1.11126, 1.02894)
O (0.74987, 1.84726, 2.38994)
H (1.84687, 2.89126, 3.33694)
H (2.09587, 1.37826, 3.51994)
H (3.85387, 2.59126, 2.29594)
H (2.52887, 3.13326, 1.37094)
H (2.42587, 0.87726, 0.60194)
H (0.80287, 1.13926, 1.67794)
C (2.25287, 4.48726, -1.74106)
C (1.80887, 4.46826, -3.17206)
O (0.52987, 3.78026, -3.21006)
O (2.59087, 3.25326, -1.36806)
H (1.62887, 5.15426, -1.06406)
H (3.02287, 5.29526, -1.72706)
H (2.55487, 4.09826, -3.92306)
H (1.62387, 5.48526, -3.59306)
H (0.38487, 3.01926, -2.62206)
H (1.77287, 2.68526, -1.16806)
C (-2.00713, 0.89726, -4.32006)
C (-3.29813, 1.47726, -3.78406)
O (-3.05913, 2.02726, -2.43706)
O (-2.10513, 0.82326, -5.73406)
H (-1.53713, -0.15774, -3.86606)
H (-1.05113, 1.56226, -4.15406)
H (-3.91413, 0.69226, -3.50906)
H (-3.64813, 2.21326, -4.18406)
H (-2.35113, 1.51726, -1.99706)
H (-1.21413, 0.40726, -6.01906)
C (-2.38013, 4.91826, 1.49794)
C (-2.04113, 3.71926, 0.64794)
O (-0.90813, 4.11826, -0.09006)
O (-3.71913, 4.84426, 1.94494)
H (-2.47313, 5.89526, 1.04594)
H (-1.77313, 4.89526, 2.36094)
H (-2.78113, 3.45226, -0.21406)
H (-1.84413, 2.93126, 1.28894)
H (-0.52313, 3.37526, -0.44106)
H (-3.72313, 4.39426, 2.67594)

=====

Entry 2:
The following is a DFT calculation (the ωB97M-V functional and the def2-TZVPD basis) of a cluster of 9 separate species, C21H63N12O9 in total in a non-equilibrium geometry.

## Properties
- LUMO energy (eV) = 1.79
- gap between HOMO and LUMO (Ha) = 0.16961
- HOMO energy (eV) = -2.8
- energy above the lowest of the compared OMol25 structures with the same formula, charge and spin (kJ/mol) = 275.8
- charge = -1

Atoms and positions in Å:
C (-7.83298, 26.14761, -11.64900)
O (-9.17161, 26.48076, -11.37298)
H (-7.12378, 26.06822, -10.82509)
H (-7.76156, 25.19521, -12.17427)
H (-7.35761, 26.88249, -12.29867)
C (-8.94478, 18.54797, -11.19956)
C (-8.88629, 19.22160, -9.81118)
C (-9.29833, 18.31268, -8.68561)
O (-10.62827, 17.65996, -8.79530)
C (-11.06993, 16.91878, -7.65646)
N (-7.62449, 19.78328, -9.44030)
H (-8.40586, 17.60213, -11.14421)
H (-8.52188, 19.12676, -12.02069)
H (-9.96430, 18.32644, -11.51516)
H (-9.67928, 19.96747, -9.86557)
H (-9.22532, 18.81408, -7.72055)
H (-8.56636, 17.50921, -8.60334)
H (-11.24224, 17.47880, -6.73732)
H (-10.25039, 16.28637, -7.31515)
H (-11.88616, 16.30921, -8.04415)
H (-7.47507, 20.56150, -10.06651)
H (-7.59279, 20.00532, -8.45551)
C (-3.58330, 32.90436, -14.18709)
C (-2.09683, 32.53287, -14.31406)
C (-1.52788, 32.64678, -15.75745)
O (-1.89498, 31.63058, -16.61920)
C (-1.45591, 31.90273, -17.92915)
N (-1.38934, 33.36689, -13.43152)
H (-4.14166, 31.98987, -14.38726)
H (-3.83468, 33.70555, -14.88208)
H (-3.92158, 33.21651, -13.19905)
H (-2.01858, 31.46869, -14.09159)
H (-0.44066, 32.61410, -15.68682)
H (-1.85785, 33.62309, -16.11247)
H (-0.36753, 31.96122, -17.93920)
H (-1.91376, 32.83545, -18.25855)
H (-1.73752, 31.12056, -18.63416)
H (-1.30457, 34.36601, -13.55261)
H (-1.83468, 33.35457, -12.52508)
C (-11.52030, 31.48186, -16.46011)
C (-12.26106, 31.74408, -17.85465)
C (-12.65184, 33.25044, -18.05972)
O (-13.53231, 33.42924, -19.14177)
C (-13.74763, 34.71621, -19.57394)
N (-11.34486, 31.24100, -18.90569)
H (-12.11451, 31.58964, -15.55269)
H (-10.76781, 32.24372, -16.25655)
H (-10.87010, 30.61301, -16.35787)
H (-13.14954, 31.11269, -17.84850)
H (-11.75175, 33.86508, -18.07214)
H (-13.24186, 33.60271, -17.21362)
H (-12.85239, 35.33752, -19.59845)
H (-14.43512, 35.25569, -18.92247)
H (-14.21008, 34.62884, -20.55710)
H (-11.78194, 31.49646, -19.77965)
H (-11.38796, 30.23201, -18.91900)
C (-2.41657, 20.82777, -16.92406)
C (-3.42208, 21.44149, -15.96286)
C (-2.81542, 22.61865, -15.23994)
O (-2.14660, 23.43708, -16.22033)
C (-1.57623, 24.69064, -15.73056)
N (-4.55537, 21.87182, -16.80656)
H (-2.14476, 21.47730, -17.75611)
H (-2.85084, 19.95145, -17.40529)
H (-1.44560, 20.44606, -16.60846)
H (-3.67785, 20.68928, -15.21662)
H (-2.12760, 22.30928, -14.45299)
H (-3.63558, 23.21731, -14.84365)
H (-0.82734, 24.98186, -16.46707)
H (-0.97085, 24.58716, -14.83005)
H (-2.28801, 25.51441, -15.67680)
H (-4.94053, 21.30039, -17.54494)
H (-4.10146, 22.64760, -17.26726)
C (-12.03965, 23.00968, -16.40623)
O (-12.26799, 21.98774, -17.04925)
N (-12.84917, 23.59444, -15.56620)
N (-10.91814, 23.59249, -16.26435)
H (-13.74745, 23.13284, -15.55508)
H (-12.59400, 24.43445, -15.06683)
H (-10.09563, 23.21040, -16.70888)
H (-10.77492, 24.17118, -15.44905)
C (-9.63689, 32.51677, -8.28399)
O (-9.53826, 33.67429, -7.85796)
N (-10.05881, 31.46713, -7.58105)
N (-9.12959, 32.18672, -9.47410)
H (-9.96330, 30.52799, -7.94020)
H (-10.37270, 31.69857, -6.64938)
H (-8.51633, 32.84233, -9.93691)
H (-9.19492, 31.22421, -9.77312)
C (-17.47006, 28.20763, -12.33719)
O (-18.50485, 28.67137, -11.93236)
N (-16.57900, 27.78176, -11.55628)
N (-17.08653, 28.22464, -13.55655)
H (-16.88962, 27.77917, -10.59524)
H (-15.58208, 27.77838, -11.71828)
H (-16.27893, 27.65730, -13.77110)
H (-17.65859, 28.67283, -14.25795)
C (-11.88887, 24.09393, -5.87269)
O (-12.32332, 23.63284, -4.80866)
N (-10.68579, 23.88491, -6.31695)
N (-12.59483, 24.67682, -6.73503)
H (-10.09800, 23.28567, -5.75526)
H (-10.36133, 24.30691, -7.17528)
H (-13.55456, 24.96129, -6.60056)
H (-12.13444, 25.01160, -7.56935)

=====

Entry 3:
The following is a DFT calculation (the ωB97M-V functional and the def2-TZVPD basis) of a cluster of 11 separate species, C21H64N2O11 in total in a non-equilibrium geometry.

## Properties
- LUMO energy (eV) = 0.18
- gap between HOMO and LUMO (Ha) = 0.35586
- HOMO energy (eV) = -9.5
- energy above the lowest of the compared OMol25 structures with the same formula, charge and spin (kJ/mol) = 193.3
- charge = 0
- SMILES = NC(N)=O.CCO.CCO.CCO.CCO.CCO.CCO.CCO.CCO.CCO.CCO

Atoms and positions in Å:
N (12.03072, 15.72525, 7.67236)
C (11.54454, 14.87182, 6.81840)
N (11.31434, 15.36233, 5.66818)
O (11.28060, 13.74555, 7.12916)
H (12.46692, 15.42213, 8.53142)
H (11.87190, 16.63244, 7.25778)
H (11.41704, 16.32562, 5.38248)
H (11.09352, 14.76783, 4.88209)
C (12.10280, 10.51042, 7.85998)
C (11.51590, 9.35562, 8.72236)
O (11.96850, 9.59557, 10.05556)
H (13.18428, 10.61358, 7.94848)
H (11.56102, 11.44536, 8.00308)
H (11.86348, 10.34083, 6.81018)
H (11.78744, 8.36562, 8.35594)
H (10.42806, 9.30178, 8.76482)
H (11.32590, 10.09652, 10.56322)
C (14.51200, 9.38767, 12.80818)
C (14.71702, 10.92423, 12.82186)
O (16.03040, 11.22800, 13.30702)
H (13.53274, 9.16817, 12.38278)
H (14.71288, 8.84016, 13.72904)
H (15.13424, 8.89016, 12.06426)
H (14.02744, 11.32547, 13.56454)
H (14.42396, 11.39399, 11.88296)
H (16.65119, 11.08786, 12.58826)
C (14.24878, 17.19241, 13.62152)
C (13.60100, 16.04218, 12.80742)
O (13.44560, 16.56579, 11.52422)
H (14.57934, 17.02296, 14.64628)
H (13.58630, 18.05592, 13.68114)
H (15.14012, 17.53033, 13.09294)
H (12.63942, 15.70584, 13.19516)
H (14.21960, 15.15036, 12.70702)
H (14.03246, 16.21057, 10.85264)
C (7.95732, 6.91125, 10.99864)
C (9.36263, 7.33485, 11.36986)
O (10.19252, 7.03437, 10.26652)
H (7.86368, 6.01864, 10.38010)
H (7.52752, 7.68252, 10.35948)
H (7.42514, 6.62281, 11.90512)
H (9.74570, 6.82612, 12.25448)
H (9.34575, 8.41613, 11.50646)
H (11.02898, 7.50487, 10.29065)
C (14.64728, 13.47100, 9.48863)
C (15.20796, 14.78086, 8.95126)
O (15.55214, 15.80053, 9.88651)
H (13.76642, 13.75538, 10.06420)
H (15.45414, 13.03360, 10.07664)
H (14.46804, 12.71534, 8.72380)
H (14.47444, 15.24501, 8.29201)
H (16.08316, 14.52234, 8.35518)
H (15.64512, 16.65242, 9.45382)
C (7.23260, 15.84430, 7.16172)
C (7.89540, 15.23361, 8.40010)
O (6.97544, 15.23028, 9.44132)
H (6.88948, 16.85258, 7.39356)
H (6.42684, 15.27092, 6.70336)
H (7.95408, 15.84163, 6.34468)
H (8.82418, 15.77587, 8.57738)
H (8.20152, 14.18748, 8.39780)
H (6.84110, 16.14516, 9.69928)
C (9.94743, 16.71013, 10.74662)
C (9.82282, 17.18471, 12.20762)
O (8.48655, 17.68188, 12.40920)
H (10.99832, 16.43934, 10.64468)
H (9.72441, 17.43688, 9.96546)
H (9.31045, 15.82756, 10.68792)
H (10.60650, 17.91855, 12.39586)
H (10.18000, 16.48269, 12.96108)
H (8.29532, 17.95920, 13.30816)
C (10.53724, 13.39243, 10.91098)
C (11.06202, 12.16456, 11.68270)
O (10.22333, 11.03106, 11.51860)
H (10.51936, 13.30114, 9.82495)
H (11.08892, 14.31333, 11.09992)
H (9.49529, 13.61538, 11.14056)
H (11.10220, 12.43957, 12.73668)
H (12.05070, 11.86859, 11.33200)
H (9.48444, 11.19842, 12.10820)
C (6.66736, 10.34346, 9.88554)
C (7.18196, 11.72084, 9.51550)
O (6.02090, 12.49324, 9.29234)
H (5.83762, 10.34753, 10.59238)
H (7.48972, 9.97357, 10.49792)
H (6.49286, 9.64531, 9.06686)
H (7.82448, 11.53871, 8.65406)
H (7.75926, 12.22826, 10.28838)
H (6.34902, 13.39532, 9.27792)
C (6.05132, 11.99148, 13.12380)
C (7.53460, 12.35296, 13.35690)
O (8.32253, 11.16017, 13.65840)
H (6.01372, 11.18234, 12.39444)
H (5.55040, 12.87934, 12.73798)
H (5.65634, 11.58275, 14.05388)
H (7.75782, 13.09438, 14.12408)
H (7.92476, 12.70656, 12.40252)
H (8.99028, 11.37890, 14.31252)

=====

Entry 4:
The following is a DFT calculation (the ωB97M-V functional and the def2-TZVPD basis) of a cluster of 11 separate species, C21H64O21 in total in a non-equilibrium geometry.

## Properties
- LUMO energy (eV) = 0.05
- gap between HOMO and LUMO (Ha) = 0.34736
- HOMO energy (eV) = -9.4
- energy above the lowest of the compared OMol25 structures with the same formula, charge and spin (kJ/mol) = 16.1
- charge = 0
- SMILES = OCCO.OCCO.OCCO.OCCO.OCCO.OCCO.OCCO.OCCO.OCCO.OCCO.CO

Atoms and positions in Å:
O (-0.50410, 1.47743, 3.69502)
C (0.76235, 1.23256, 4.19871)
C (0.66657, 0.77599, 5.62422)
O (0.20631, 1.73723, 6.49757)
H (-0.45909, 2.07021, 2.90949)
H (1.24395, 0.40557, 3.65230)
H (1.39179, 2.13030, 4.11137)
H (1.67402, 0.49656, 5.94614)
H (0.05463, -0.12826, 5.73221)
H (-0.74753, 1.79884, 6.37389)
O (-5.64735, 1.91759, 3.37130)
C (-5.19529, 0.59742, 2.95008)
C (-3.70821, 0.43852, 2.95764)
O (-3.10915, 0.55778, 4.21971)
H (-5.38896, 2.15735, 4.27024)
H (-5.59694, -0.16052, 3.63105)
H (-5.44797, 0.43645, 1.89374)
H (-3.28132, 1.18265, 2.26153)
H (-3.55119, -0.58526, 2.56970)
H (-2.19438, 0.85120, 4.04419)
O (3.51277, 5.02922, -1.57320)
C (2.89733, 3.81664, -1.94076)
C (2.38114, 3.15022, -0.68733)
O (1.43623, 4.00779, 0.01780)
H (3.71364, 5.49616, -2.38854)
H (2.10437, 3.99086, -2.68597)
H (3.61948, 3.10339, -2.36281)
H (3.15216, 2.84025, 0.03058)
H (1.89176, 2.23875, -1.03617)
H (1.79383, 4.90313, 0.06170)
O (0.90172, -6.20258, -0.21723)
C (2.11833, -5.41584, -0.18439)
C (1.73937, -4.17216, 0.57823)
O (1.50197, -4.41253, 1.94540)
H (1.08620, -7.10708, -0.48983)
H (2.87075, -5.96028, 0.39007)
H (2.49030, -5.12097, -1.17439)
H (0.93331, -3.67622, 0.00793)
H (2.58435, -3.48895, 0.65727)
H (0.80713, -5.06813, 2.04567)
O (-5.22618, 0.53011, -3.15998)
C (-4.62496, 0.60147, -1.86607)
C (-3.82623, -0.54554, -1.47990)
O (-2.70431, -0.79957, -2.28362)
H (-5.58012, -0.35926, -3.29999)
H (-3.92152, 1.44404, -1.82597)
H (-5.44972, 0.74974, -1.14745)
H (-4.47213, -1.43132, -1.62477)
H (-3.70764, -0.53927, -0.39607)
H (-2.00084, -0.21009, -1.95533)
O (3.96514, 0.21228, 1.56261)
C (4.24816, -0.85598, 2.41189)
C (5.68000, -1.32741, 2.30859)
O (6.59320, -0.43058, 2.99636)
H (4.43879, 1.02630, 1.74519)
H (4.03583, -0.66378, 3.47473)
H (3.54876, -1.61244, 2.04977)
H (5.92921, -1.34777, 1.24200)
H (5.77839, -2.34608, 2.70615)
H (6.47418, -0.65719, 3.92664)
O (1.95301, -2.17378, -4.84598)
C (2.67030, -1.23812, -4.01444)
C (1.86485, -0.10376, -3.53856)
O (0.74498, -0.54640, -2.77643)
H (1.35155, -1.77194, -5.47655)
H (3.02252, -1.87777, -3.20159)
H (3.54971, -0.82384, -4.52676)
H (1.35510, 0.33270, -4.41776)
H (2.51657, 0.67834, -3.14985)
H (1.09219, -0.90836, -1.92823)
O (-1.31782, -5.29826, -2.05908)
C (-1.37512, -4.17356, -2.94798)
C (-0.39437, -4.21176, -4.07551)
O (0.97165, -4.32837, -3.54465)
H (-0.46058, -5.43511, -1.64072)
H (-2.37787, -4.21591, -3.38214)
H (-1.30547, -3.24673, -2.35130)
H (-0.55416, -3.34916, -4.73736)
H (-0.57334, -5.15415, -4.59285)
H (1.46749, -3.58070, -3.91978)
O (-3.45290, 5.46359, 2.15468)
C (-2.76863, 4.25286, 2.27668)
C (-1.85155, 4.06739, 1.08420)
O (-1.08062, 2.87868, 1.25843)
H (-4.28658, 5.34580, 1.70011)
H (-2.14319, 4.28267, 3.17475)
H (-3.49171, 3.43344, 2.36123)
H (-1.15811, 4.91827, 1.04775)
H (-2.42708, 3.97137, 0.15541)
H (-0.34093, 2.90705, 0.63069)
O (1.75170, -0.35223, -0.11501)
C (0.70851, -0.36360, 0.89303)
C (-0.57084, -0.59379, 0.16964)
O (-0.83215, 0.49698, -0.72358)
H (2.64580, -0.07506, 0.15765)
H (0.86187, -1.17694, 1.61782)
H (0.51965, 0.60058, 1.38264)
H (-1.42066, -0.57585, 0.85920)
H (-0.48094, -1.56131, -0.33466)
H (-0.15822, 0.38786, -1.42484)
C (-1.00481, 2.29097, -4.17679)
O (-2.05331, 2.98400, -3.50826)
H (-1.17971, 1.21858, -4.29198)
H (-0.81560, 2.72538, -5.17239)
H (-0.14033, 2.45836, -3.52912)
H (-2.91310, 2.66264, -3.80867)